Molecular formula: C4H11NO2
Method: DFT, ωB97M-V/def2-TZVPD

Positions of all 18 atoms, in Å:
N (-1.57, 0.26, 0.78)
H (-2.28, 0.17, 1.50)
C (-1.15, 1.64, 0.62)
C (2.68, -2.76, -0.33)
H (3.55, -2.28, 0.11)
H (-2.99, 2.37, -0.22)
H (1.12, 0.01, -0.22)
O (0.37, -2.09, -0.49)
H (2.99, -3.09, -1.32)
H (-1.95, -0.17, -0.06)
O (1.93, -0.52, -0.22)
C (1.53, -1.80, -0.36)
H (-1.21, 2.13, 1.59)
H (-1.72, 2.14, -1.41)
H (2.40, -3.63, 0.26)
H (-1.71, 3.53, -0.28)
H (-0.07, 1.64, 0.43)
C (-1.92, 2.46, -0.40)

Calculated values
Charge: 0
HOMO energy, hartree: -0.337
SMILES: CC(=O)O.CCN
LUMO energy, eV: 0.897


Molecular formula: C2H6NS
Method: DFT, ωB97M-V/def2-TZVPD

Positions of all 10 atoms, in Å:
H (0.19, 1.75, 1.33)
H (-0.32, -2.31, 1.30)
N (0.09, 1.20, -0.66)
C (-0.45, 0.29, -1.35)
H (1.60, 0.90, 0.74)
H (-0.94, -0.54, -0.82)
H (0.07, 0.02, 1.10)
H (-0.51, 0.56, -2.39)
C (0.51, 0.93, 0.68)
S (-0.23, -2.81, 0.06)

Calculated values
Charge: 0
Spin multiplicity: 2
HOMO energy (alpha / beta), hartree: -0.350 / -0.353
LUMO energy (alpha / beta), eV: 0.870 / -2.555


Molecular formula: C17H17F3O3
Method: DFT, ωB97M-V/def2-TZVPD

Positions of all 40 atoms, in Å:
H (1.05, -2.03, -0.49)
C (-0.18, 2.03, -3.90)
O (-2.60, 0.58, 1.14)
C (-1.79, -0.02, 2.10)
C (-0.70, -0.72, 2.09)
C (0.73, 0.76, -1.86)
C (1.19, 2.54, -4.26)
C (0.20, -3.29, 0.91)
H (0.86, -1.68, 3.11)
H (-0.19, -1.28, 5.27)
H (-0.84, 1.45, 0.35)
H (0.65, 0.39, -1.02)
C (-1.91, 0.30, -1.33)
C (2.10, 2.02, -3.54)
F (3.38, -0.63, -1.70)
C (-2.37, 0.15, 3.38)
H (-2.20, -0.08, 5.60)
F (4.45, 1.06, -1.88)
H (3.33, 1.84, -3.90)
H (1.00, -4.11, 0.62)
C (-0.30, 1.36, -2.62)
F (3.12, 0.98, -0.23)
C (-1.79, -0.02, 4.54)
H (-3.04, 0.28, -1.39)
H (-1.15, 2.57, -4.44)
C (3.13, 0.53, -1.67)
O (-1.87, 1.12, -2.47)
H (-1.33, -0.64, -1.10)
H (-3.33, 0.73, 3.40)
H (-2.28, 2.09, -0.06)
O (-0.15, -1.03, 0.95)
C (1.99, 1.27, -2.41)
H (-0.57, -3.27, 0.30)
H (1.84, -1.87, 1.35)
H (0.06, -3.41, 1.85)
C (-1.66, 1.16, 0.10)
C (0.71, -2.01, 0.73)
C (-0.23, -1.23, 3.11)
C (-0.62, -0.84, 4.41)
H (1.29, 2.94, -5.06)

Calculated values
Charge: 0
HOMO energy, hartree: -0.305
SMILES: CCOc1ccccc1OCCOc1cccc(C(F)(F)F)c1
LUMO energy, eV: -0.220


Molecular formula: C11H20FO7STl
Method: DFT, ωB97M-V/def2-TZVPD

Positions of all 41 atoms, in Å:
H (3.47, -7.03, -19.80)
H (3.38, -10.91, -13.49)
C (3.48, -13.07, -13.56)
H (-1.37, -8.46, -18.43)
O (7.66, -7.06, -18.85)
H (5.69, -11.67, -15.15)
C (0.36, -6.96, -16.31)
H (4.88, -11.51, -12.89)
O (4.01, -13.07, -16.95)
H (1.44, -8.78, -18.82)
H (-0.39, -9.57, -17.50)
H (4.22, -10.70, -15.65)
C (0.80, -8.02, -18.37)
H (5.82, -6.30, -16.98)
H (4.49, -7.36, -17.45)
H (2.28, -7.90, -16.81)
Tl (5.39, -11.60, -19.31)
H (2.04, -6.35, -17.53)
H (5.96, -8.12, -16.68)
H (0.47, -7.40, -19.22)
C (5.56, -7.31, -17.29)
C (1.51, -7.27, -17.27)
C (4.60, -11.57, -15.11)
F (3.65, -10.07, -17.81)
H (2.46, -13.05, -13.19)
H (4.03, -13.72, -12.89)
H (3.58, -4.60, -20.46)
O (5.94, -8.77, -19.48)
C (-0.51, -8.50, -17.76)
O (0.35, -6.17, -15.43)
H (4.51, -7.42, -21.16)
O (5.44, -6.31, -19.72)
S (6.29, -7.46, -18.96)
C (4.27, -6.62, -20.44)
O (-0.71, -7.72, -16.60)
C (4.03, -12.79, -15.78)
H (4.54, -5.08, -21.94)
C (3.81, -5.37, -21.19)
O (3.41, -13.56, -14.91)
C (4.14, -11.67, -13.66)
H (2.84, -5.56, -21.66)

Calculated values
Charge: +2
HOMO energy, hartree: -0.609
LUMO energy, eV: -14.131


Molecular formula: C3H6N4O
Method: DFT, ωB97M-V/def2-TZVPD

Positions of all 14 atoms, in Å:
C (1.71, 1.16, -0.20)
H (-1.98, 0.70, 1.24)
C (-1.68, 0.30, 0.21)
H (2.27, -1.48, 0.94)
O (2.72, -1.18, 0.05)
C (-0.27, 0.45, 0.05)
N (0.40, 1.60, -0.02)
N (1.70, -0.20, -0.22)
N (-2.18, -1.01, -0.23)
H (-2.30, 1.10, -0.49)
H (2.51, 1.99, -0.26)
N (0.57, -0.63, -0.10)
H (-1.74, -1.72, 0.30)
H (-1.74, -1.09, -1.28)

Calculated values
Charge: 0
HOMO energy, hartree: -0.342
SMILES: NCc1ncn(O)n1
LUMO energy, eV: 0.443


Molecular formula: C30H46AsN5OOs
Method: DFT, ωB97M-V/def2-TZVPD

Positions of all 84 atoms, in Å:
C (0.76, 1.22, 2.52)
C (2.64, -1.54, 0.91)
H (-4.56, -3.52, -0.01)
C (2.24, -3.01, 1.02)
C (-1.35, 0.13, -2.44)
H (-1.36, -0.80, 4.70)
H (-4.21, -3.26, 1.69)
H (-2.84, 1.44, -3.14)
H (3.62, -0.61, -3.01)
H (-0.64, -4.07, 1.66)
C (0.93, 2.30, 3.40)
H (1.90, -0.38, -3.38)
H (-0.09, -3.34, -0.28)
H (0.42, 3.21, 3.12)
C (-2.60, -0.84, 2.90)
H (-2.00, 2.56, -1.86)
N (-0.16, -1.58, -1.35)
C (1.66, 2.41, 4.56)
H (2.85, -1.38, 3.38)
H (-3.52, -1.29, 0.24)
C (2.83, 0.13, -3.17)
H (-3.21, -0.14, 2.33)
C (-2.90, -2.19, 0.31)
C (1.65, 0.06, 2.46)
C (-2.18, 0.64, -3.45)
C (2.40, 1.43, 5.23)
H (1.89, -3.87, -2.33)
O (1.80, 0.79, -1.09)
C (1.72, -3.22, -1.47)
C (-0.35, -1.81, -3.73)
C (0.21, -3.00, -1.26)
H (-0.53, -2.76, 4.44)
C (-1.99, 1.94, -0.96)
H (0.34, -2.64, -3.63)
H (-1.25, 0.66, 3.73)
H (-3.06, 0.89, -5.32)
C (-2.33, 0.30, -4.78)
H (3.54, -1.32, 1.49)
C (-0.77, -1.60, -5.04)
N (3.61, 1.93, -1.76)
H (3.27, -0.46, 5.44)
C (-0.08, -3.30, 3.61)
C (2.43, -0.39, 3.52)
H (2.88, -1.29, -0.12)
C (-1.33, 2.79, 0.12)
C (-3.75, -3.39, 0.71)
H (0.85, -2.81, 3.35)
C (2.69, 0.97, -1.93)
N (-0.16, 1.19, 1.56)
C (2.44, -3.82, -0.26)
H (2.79, 1.69, 6.20)
As (-1.47, -1.71, 1.55)
H (-2.69, 0.35, 4.69)
H (1.61, 3.38, 5.05)
N (-1.28, 0.68, -1.22)
H (0.16, -4.30, 3.97)
H (3.50, -3.90, -0.49)
H (-3.03, 1.72, -0.69)
C (-0.62, -1.13, -2.55)
H (2.16, -2.25, -1.71)
H (3.57, 2.52, -0.94)
C (-1.28, 2.12, 1.49)
H (-1.24, 2.87, 2.28)
H (-0.36, -2.29, -5.77)
H (2.81, -3.50, 1.82)
C (-1.04, -3.40, 2.43)
H (-2.45, -2.35, -0.67)
H (-1.89, -0.71, -6.58)
H (-2.19, 1.54, 1.65)
H (1.19, -3.05, 1.31)
C (-1.93, -0.11, 4.07)
H (-3.18, -4.32, 0.72)
H (2.07, -4.83, -0.09)
H (-1.90, 3.72, 0.20)
H (-0.31, 3.03, -0.19)
H (-0.36, -3.58, -1.98)
C (-1.66, -0.67, -5.52)
N (1.56, -0.61, 1.29)
H (-3.25, -1.62, 3.27)
H (4.33, 2.09, -2.43)
C (2.70, 0.17, 4.76)
H (-2.00, -3.80, 2.75)
Os (0.00, -0.19, 0.09)
H (3.11, 0.74, -4.03)

Calculated values
Charge: +2
HOMO energy (alpha / beta), hartree: -0.467 / -0.465
LUMO energy (alpha / beta), eV: -7.074 / -7.127


Molecular formula: C3H11N3S
Method: DFT, ωB97M-V/def2-TZVPD

Positions of all 18 atoms, in Å:
H (-0.19, -0.14, 1.90)
H (2.86, -1.69, 0.46)
C (-0.42, -0.03, 0.75)
N (1.21, 0.12, -1.71)
H (-2.19, 0.83, 0.44)
N (1.90, -1.46, 0.35)
H (1.00, -0.79, -2.10)
H (2.21, 0.14, -1.91)
N (2.35, 1.11, 0.61)
H (-1.05, -1.35, -0.67)
H (-0.91, 1.38, -0.58)
H (2.13, 2.02, 0.11)
S (1.36, -0.10, 0.02)
H (-0.57, -2.13, 0.78)
H (-0.95, 2.02, 1.01)
C (-1.18, 1.20, 0.43)
H (-2.12, -1.15, 0.58)
C (-1.07, -1.30, 0.35)

Calculated values
Charge: 0
HOMO energy, hartree: -0.322
SMILES: CC(C)S(=N)(=N)N
LUMO energy, eV: 0.831


The records above yield energy above the lowest of the compared OMol25 structures with the same formula, charge and spin values of 48.99, 129.72, 1287.01, 92.38, 445.61, 0.00, 394.44 kJ/mol, respectively.
The records above yield molecular weight values of 105.137, 76.144, 326.314, 519.722, 114.108, 757.884, 121.209 Da, respectively.
The records above yield strongest force on any atom values of 0.51, 1.66, 14.83, 2.04, 7.69, 2.60, 4.39 eV/Å, respectively.